1.
Entry from the OMol25 dataset: C4H8N2O2 in the gas phase at a distorted geometry (wB97M-V/def2-TZVPD).

Results
HOMO level   -9.609 eV
ΔE to the lowest compared entry with this formula, charge and spin   75.9 kcal/mol
SMILES   CCOC(=O)/C=N/N
Calculated total energy   -417.135052 Ha

```
16
Properties=species:S:1:pos:R:3:lowdin_charge:R:1
C 2.66 0.19 0.94 -0.1043
C 2.37 -0.40 -0.42 -0.2093
C 0.17 0.17 -0.28 -0.5488
C -1.17 -0.35 -0.03 -0.0928
H 1.96 1.06 1.15 0.0804
H 3.74 0.61 1.14 0.1128
H 2.36 -0.64 1.67 0.1005
H 2.40 0.38 -1.27 0.1418
H 3.03 -1.29 -0.64 0.1309
H -1.31 -1.41 0.21 0.1205
H -3.74 -1.17 0.27 0.1397
H -4.24 0.43 0.10 0.0625
N -2.24 0.30 -0.09 -0.0297
N -3.46 -0.11 0.41 0.0003
O 0.97 -0.92 -0.34 -0.0293
O 0.47 1.29 -0.43 0.1247
```


2.
Entry from the OMol25 dataset: a molecular structure, C3H4MgO4Tl at a distorted geometry (wB97M-V/def2-TZVPD).

Results
2S+1   2
Net charge   +2
HOMO level (alpha / beta)   -17.207 / -17.295 eV
ΔE to the lowest compared entry with this formula, charge and spin   150.0 kcal/mol
Calculated total energy   -789.333291 Ha

```
13
Properties=species:S:1:pos:R:3:lowdin_charge:R:1
O 1.08 1.84 0.64 -0.0443
C 1.76 0.92 0.12 -0.5410
C -0.31 -0.52 -0.72 0.2339
O 1.69 0.67 -1.11 0.1288
O 1.71 -0.30 0.77 0.0204
C 0.59 -1.09 0.62 -0.0616
H 0.12 -1.34 -1.32 0.1347
H -0.96 -0.61 -1.61 0.1562
H 0.88 -2.11 0.38 0.1489
H -0.05 -1.07 1.51 0.1402
O -1.58 0.80 -0.02 -0.6588
Tl -4.19 0.36 0.05 1.1075
Mg -0.74 2.46 0.70 1.2351
```


3.
Entry from the OMol25 dataset: a molecular structure, C6H10N2 at a distorted geometry (wB97M-V/def2-TZVPD).

Results
HOMO level   -9.024 eV
ΔE to the lowest compared entry with this formula, charge and spin   135.3 kcal/mol
Calculated total energy   -343.921048 Ha

```
18
Properties=species:S:1:pos:R:3:lowdin_charge:R:1
C -0.49 -1.43 -1.26 -0.0515
C 0.41 -0.48 -0.38 -0.5672
C 0.11 1.00 -0.42 -0.2907
C -0.04 -0.19 1.12 -0.1897
C -1.50 0.32 0.87 -0.0584
C -1.34 1.18 -0.07 -0.0799
H -0.58 -1.14 -2.39 0.0974
H 0.01 -2.56 -1.10 0.1220
H -1.55 -1.31 -0.84 0.0696
H 2.15 -1.41 -1.40 0.1431
H 2.01 -1.61 0.70 0.2383
H 0.58 1.74 -1.10 0.1512
H 1.61 0.77 0.87 0.0704
H 0.14 -0.77 1.98 0.1125
H -2.46 0.17 1.23 0.0869
H -2.05 1.70 -0.74 0.1266
N 1.81 -0.83 -0.44 -0.0216
N 0.66 1.12 0.96 0.0410
```


4.
Entry from the OMol25 dataset: CH4INO in the gas phase at a distorted geometry (wB97M-V/def2-TZVPD).

Results
HOMO level   -9.439 eV
ΔE to the lowest compared entry with this formula, charge and spin   10.5 kcal/mol
SMILES   NOCI
Calculated total energy   -468.099809 Ha

```
8
Properties=species:S:1:pos:R:3:lowdin_charge:R:1
C 0.23 0.24 -0.92 -0.6648
N 0.26 -0.45 1.40 0.0435
O -0.12 -0.72 0.03 -0.2985
I -1.44 0.95 -2.12 0.6941
H 0.98 0.00 -1.69 0.0513
H 0.52 1.08 -0.39 0.0076
H -0.44 0.18 1.77 0.0777
H 0.01 -1.29 1.93 0.0892
```


5.
Entry from the OMol25 dataset: a molecular structure, C41H61BCl3FKMgN3NaO13PS at a distorted geometry (wB97M-V/def2-TZVPD).

Results
HOMO level   -5.956 eV
Calculated total energy   -5948.034589 Ha

```
128
Properties=species:S:1:pos:R:3:lowdin_charge:R:1
C 6.62 -4.85 0.00 -0.1112
O 6.24 -3.49 0.17 -0.2239
C 7.30 -2.69 0.66 -0.2330
C 7.88 -1.73 -0.41 -0.2796
C 6.80 -1.06 -1.32 -0.1807
C 6.52 0.45 -1.00 -0.1869
C 6.49 0.79 0.51 -0.2110
C 6.31 2.32 0.80 -0.2223
C 4.95 2.89 0.30 -0.1988
C 3.73 2.22 1.02 -0.2055
C 2.44 3.12 0.95 -0.1714
C 1.54 2.83 2.20 -0.1853
C 0.14 2.25 1.85 -0.1535
C 0.18 0.95 1.04 -0.0950
C 0.61 -0.24 1.66 -0.0966
C 1.01 -0.26 3.14 -0.1337
C -0.01 -1.09 3.97 -0.1666
C -1.46 -0.50 3.78 -0.1243
C -2.46 -1.59 3.40 -0.2104
C -3.39 -1.34 2.37 -0.0345
C -4.27 -2.37 2.00 -0.1014
C -4.29 -3.63 2.61 -0.0922
C -3.40 -3.87 3.68 -0.0666
C -2.50 -2.85 4.04 -0.0486
C 0.66 -1.46 0.83 -0.2262
C 1.17 -2.79 1.36 -0.1639
P 2.98 -2.87 0.86 0.4952
O 3.24 -1.89 -0.22 -0.2902
O 3.83 -2.54 2.21 -0.1416
O 3.35 -4.37 0.39 -0.1570
C 0.25 -1.44 -0.47 -0.3906
S 0.26 -3.08 -1.48 0.4639
C -0.29 -0.13 -1.14 -0.2137
N -0.77 -0.20 -2.50 -0.0464
C -1.19 1.04 -2.88 -0.0940
B -1.81 1.18 -4.37 -0.5878
O -0.89 1.11 -5.44 0.1164
O -3.13 1.38 -4.55 0.1213
C -1.13 2.24 -2.06 -0.0443
N -0.69 2.24 -0.82 0.1417
C -0.27 1.01 -0.34 -0.1687
H 5.68 -5.41 -0.19 0.0853
H 7.25 -5.02 -0.90 0.0666
H 7.08 -5.29 0.90 0.0957
H 7.00 -2.08 1.53 0.1214
H 8.12 -3.37 1.02 0.1059
H 8.57 -0.98 0.03 0.1102
H 8.50 -2.35 -1.09 -0.2461
H 7.21 -1.09 -2.35 0.0945
H 5.86 -1.63 -1.37 0.1043
H 5.51 0.67 -1.39 0.1053
H 7.27 1.07 -1.51 0.1168
H 7.45 0.51 0.99 0.1009
H 5.70 0.23 1.06 0.0998
H 7.11 2.89 0.30 0.0965
H 6.44 2.44 1.89 0.1002
H 4.94 3.95 0.62 0.1040
H 4.85 2.85 -0.80 0.1096
H 4.06 2.04 2.06 0.1081
H 3.47 1.23 0.58 0.1050
H 2.82 4.15 1.06 0.1006
H 1.91 2.99 -0.01 0.1046
H 1.36 3.80 2.70 0.1107
H 2.12 2.22 2.91 0.0863
H -0.46 3.06 1.39 0.1071
H -0.37 2.03 2.82 0.1020
H 2.06 -0.60 3.24 0.1170
H 0.98 0.76 3.54 0.0907
H 0.02 -2.18 3.81 0.0819
H 0.25 -0.95 5.04 0.1156
H -1.77 0.02 4.70 0.1244
H -1.38 0.29 3.00 0.0820
H -3.43 -0.37 1.86 0.1118
H -4.97 -2.18 1.18 0.0921
H -4.96 -4.43 2.30 0.1045
H -3.35 -4.83 4.21 0.1074
H -1.80 -3.06 4.86 0.1144
H 0.60 -3.66 0.98 0.0740
H 1.18 -2.86 2.46 0.0735
H 4.13 -1.62 2.21 0.0680
H 3.05 -4.97 1.10 0.0920
H 1.58 -3.48 -1.73 -0.1695
H -0.59 0.19 -5.48 0.0947
H -3.61 1.08 -3.76 0.1058
H -1.49 3.18 -2.49 0.1282
C -7.00 2.25 -4.19 -0.2164
O -5.84 3.03 -4.33 -0.1361
H -7.80 2.89 -3.80 0.0310
H -7.30 1.85 -5.15 0.0822
H -6.81 1.44 -3.49 0.0578
H -5.16 2.42 -4.68 0.0423
C 7.89 5.11 3.09 -0.1462
O 8.13 4.25 1.98 -0.1442
H 6.82 5.20 3.22 0.0777
H 8.34 4.69 3.99 0.0766
H 8.31 6.10 2.89 0.0757
H 9.09 4.18 1.87 0.0820
Cl 1.03 -5.48 -1.49 -0.3244
Mg 9.79 -3.11 -1.77 0.4455
F -4.97 0.37 -4.86 -0.6028
C -6.91 -2.88 5.08 -0.8693
O -6.73 -1.67 5.15 0.1117
O -6.50 -3.74 5.86 0.2247
O -7.56 -3.49 4.12 0.2107
C -9.59 0.86 -0.51 -0.0800
C -9.90 0.87 0.84 -0.0474
C -9.49 -0.17 1.65 0.0271
C -8.77 -1.21 1.09 -0.1086
C -8.46 -1.23 -0.26 0.0330
C -8.88 -0.19 -1.07 -0.0354
N -8.28 -2.31 1.92 -0.2307
O -8.56 -2.30 3.13 0.1047
O -7.62 -3.16 1.39 0.1586
H -9.90 1.68 -1.15 0.0341
H -10.46 1.70 1.27 0.1141
H -9.73 -0.16 2.71 0.1335
H -7.90 -2.05 -0.70 0.1382
H -8.64 -0.20 -2.12 0.1205
Cl -4.56 3.43 -8.54 0.5308
C -2.91 2.85 -8.21 -0.6534
C -1.91 3.97 -8.17 -0.6648
Cl -1.65 4.71 -9.78 0.5201
H -2.66 2.11 -8.97 0.0715
H -2.94 2.34 -7.25 0.0623
H -0.94 3.58 -7.84 0.0692
H -2.22 4.76 -7.49 0.0674
Na -10.45 3.08 -2.56 0.8688
K 1.07 -1.24 -2.87 0.8024
```


6.
Entry from the OMol25 dataset: 11 unconnected molecules or ions with the total composition C11H44O11 at a distorted geometry (wB97M-V/def2-TZVPD).

Results
HOMO level   -9.608 eV
ΔE to the lowest compared entry with this formula, charge and spin   47.2 kcal/mol
SMILES   CO.CO.CO.CO.CO.CO.CO.CO.CO.CO.CO
Calculated total energy   -1272.936051 Ha

```
66
Properties=species:S:1:pos:R:3:lowdin_charge:R:1
C -2.02 -2.76 -1.74 -0.1468
O -0.77 -2.40 -2.34 -0.1459
H -2.04 -3.81 -1.43 0.0756
H -2.22 -2.20 -0.83 0.0710
H -2.79 -2.73 -2.51 0.0754
H -0.06 -2.68 -1.72 0.0315
C 1.08 -2.73 3.56 -0.1169
O 1.08 -3.49 2.34 -0.1333
H 1.22 -1.68 3.38 0.0575
H 0.15 -2.87 4.11 0.0808
H 1.98 -3.01 4.13 0.0915
H 1.08 -4.42 2.58 0.0826
C -1.72 4.27 -2.23 -0.1686
O -2.03 3.22 -1.35 -0.1021
H -1.59 3.94 -3.28 0.0827
H -2.53 4.98 -2.27 0.0748
H -0.80 4.82 -2.02 0.0675
H -1.34 2.57 -1.45 0.0190
C 2.10 3.60 -1.82 -0.1433
O 2.10 4.66 -0.85 -0.1397
H 1.15 3.08 -1.77 0.0551
H 2.14 4.08 -2.79 0.0820
H 2.92 2.92 -1.62 0.0731
H 1.78 4.23 -0.03 0.0494
C 0.95 -4.87 -0.63 -0.1765
O 1.06 -3.50 -0.51 -0.1464
H 0.21 -5.25 0.10 0.0897
H 0.59 -5.02 -1.64 0.0816
H 1.89 -5.43 -0.54 0.0866
H 1.24 -3.34 0.44 0.0576
C -2.14 -0.37 3.09 -0.1571
O -2.87 -0.52 1.89 -0.1357
H -1.16 -0.82 3.03 0.0432
H -1.99 0.68 3.35 0.0785
H -2.77 -0.85 3.85 0.0858
H -2.32 -0.30 1.13 0.0244
C -4.35 0.44 -0.87 -0.1588
O -5.35 -0.35 -1.48 -0.1168
H -4.56 1.46 -1.17 0.0826
H -4.48 0.37 0.20 0.0712
H -3.33 0.11 -1.06 0.0485
H -4.99 -0.65 -2.32 0.0684
C -1.67 0.62 -3.58 -0.1373
O -0.54 0.90 -2.80 -0.1283
H -2.54 1.17 -3.20 0.0758
H -1.57 0.88 -4.64 0.0885
H -1.99 -0.42 -3.55 0.0696
H 0.13 0.23 -2.95 0.0974
C 2.54 2.67 2.96 -0.1518
O 2.63 2.91 1.57 -0.1453
H 1.88 3.37 3.50 0.0807
H 2.11 1.70 3.14 0.0634
H 3.54 2.73 3.43 0.0924
H 3.26 3.62 1.41 0.0866
C 0.52 0.09 0.29 -0.1060
O -0.87 0.25 -0.05 -0.1401
H 1.07 -0.69 -0.25 0.0758
H 1.11 1.01 0.25 0.0656
H 0.60 -0.20 1.34 0.0635
H -0.90 0.42 -1.02 0.0371
C 4.02 -0.68 1.40 -0.1649
O 4.93 -1.12 2.36 -0.1090
H 4.41 -0.73 0.38 0.0871
H 3.19 -1.38 1.46 0.0634
H 3.78 0.36 1.63 0.0668
H 5.83 -1.08 2.04 0.0694
```